1.
Entry from the Open Molecules 2025 dataset: a structure of composition C26H48Br3CaClN5O14P2 in a non-equilibrium geometry (ωB97M-V/def2-TZVPD).

```
100
Properties=species:S:1:pos:R:3
C 1.6150 -5.6319 -4.0950
C 2.7003 -4.4781 -3.8484
C 2.1327 -3.1482 -3.1368
C 0.6688 -3.2939 -2.5089
C 0.0333 -1.8766 -1.9814
P -0.0003 -0.5473 -3.3084
O -0.9985 0.5997 -3.0083
O 1.5394 0.1652 -3.5921
O -0.4828 -1.1871 -4.8393
C -1.5388 -2.3158 -1.8306
C -1.7343 -2.7784 -0.3135
C -2.9437 -3.7087 0.1942
C -2.4566 -5.2587 0.3281
C -1.7235 -5.5619 1.7125
O -2.3034 -5.9986 2.7406
O -0.2952 -5.3773 1.8307
N -0.7336 -2.2597 0.4262
N -0.6341 -2.4409 1.8049
C -1.5972 -1.7405 2.4722
C -2.2712 -0.3340 2.0144
C -2.1839 -2.4013 3.8663
C 0.2413 -1.4746 -0.4427
N 1.5425 -2.1899 -0.1156
P 0.6679 0.3115 0.0403
N 1.0564 0.3107 1.6276
O -0.6048 1.4208 -0.1580
O 2.0655 0.9022 -0.7393
H 0.8089 -5.2158 -4.8004
H 2.0916 -6.5199 -4.6583
H 1.2037 -6.0177 -3.1047
H 3.1488 -4.1755 -4.8694
H 3.5793 -4.8788 -3.2301
H 2.1679 -2.3117 -3.9240
H 2.8570 -2.9138 -2.2723
H -0.0929 -3.6680 -3.2949
H 0.6302 -4.0722 -1.6574
H 1.5546 0.5065 -4.5239
H -0.3112 -0.4235 -5.4510
H -2.0086 -2.9171 -2.6748
H -2.1701 -1.3449 -1.8564
H -3.3104 -3.3938 1.2439
H -3.8409 -3.6950 -0.5056
H -1.7362 -5.5482 -0.5093
H -3.3473 -5.9900 0.2684
H 0.1363 -6.2274 1.5878
H -1.7220 0.6269 2.3763
H -3.3130 -0.3020 2.5141
H -2.4681 -0.3187 0.8918
H -2.5087 -3.4659 3.5809
H -1.4399 -2.3595 4.7322
H -3.1660 -1.8438 4.1097
H 1.7786 -2.0796 0.8828
H 2.2713 -1.6542 -0.6260
H 0.4271 0.9537 2.1465
H -1.3906 0.9611 -0.5314
H 2.7237 1.1808 -0.0541
C -1.8146 6.2564 0.6539
C -1.3362 5.0096 0.6244
C -1.0757 4.2482 1.8810
O -0.6552 3.0996 1.8178
C -1.3340 4.9191 3.1575
C -1.8087 6.1669 3.1864
C -2.0951 6.9178 1.9302
O -2.5452 8.0481 1.9951
O -2.0502 6.8016 4.3623
O -1.0695 4.3859 -0.5538
H -2.0104 6.8197 -0.2495
H -1.1243 4.3628 4.0613
H -2.3878 7.6860 4.1163
H -0.7361 3.4993 -0.3135
O 2.7967 4.0386 -1.3085
H 2.2739 3.2793 -1.0700
Ca -0.0782 -0.4249 3.6161
C 6.1355 -3.0325 -1.5807
C 5.0342 -2.0508 -1.3519
N 4.1526 -1.2867 -1.1670
H 5.9654 -3.5684 -2.5134
H 7.0933 -2.5111 -1.6388
H 6.1686 -3.7488 -0.7606
C 8.1492 -1.3628 -4.0989
O 7.3586 -0.6289 -3.1736
H 7.6916 -2.3402 -4.2550
H 8.1936 -0.8287 -5.0512
H 9.1575 -1.4960 -3.6988
H 7.7843 0.2293 -3.0534
C -5.7468 10.3154 0.7428
C -5.2685 9.2525 -0.2264
O -3.8511 9.2842 -0.3305
H -5.4279 11.3071 0.4120
H -6.8362 10.3052 0.8277
H -5.3152 10.1562 1.7354
H -5.6841 9.4272 -1.2209
H -5.5749 8.2544 0.1055
H -3.4895 9.1196 0.5521
C -1.8089 -1.4306 8.4386
Br -0.4530 -1.0242 7.1029
Br -1.0732 -2.4406 9.9170
Br -2.7264 0.1673 9.0375
H -2.5513 -2.0640 7.9557
Cl 5.6589 -5.7168 -1.5434
```

## Properties
HOMO energy: -8.4 eV
Net charge: +1
Spin multiplicity: 1

***

2.
Entry from the Open Molecules 2025 dataset: a cluster of 3 separate species, C26H48BrN2O7PS in total in a non-equilibrium geometry (ωB97M-V/def2-TZVPD).

```
86
Properties=species:S:1:pos:R:3
C -0.6682 -6.9038 5.6371
C -0.1799 -5.7036 5.9279
C 0.7939 -4.4554 6.3261
P 2.1473 -4.8431 7.6480
C 3.3821 -3.4117 7.7888
O 3.0137 -6.2253 7.0725
O -0.1716 -3.5672 7.0265
S -1.0977 -2.7404 5.8854
O -1.6571 -1.3683 6.2573
O -2.3762 -3.4704 5.4540
O 0.0703 -2.7490 4.6777
C 1.2652 -3.5471 5.0727
C 1.6620 -4.2380 3.6731
C 3.1867 -4.0077 3.1944
C 3.1827 -4.2308 1.5642
Br 3.8991 -2.1759 3.4933
H -0.9234 -7.8947 5.1043
H 4.2584 -3.6005 8.5111
H 3.8161 -3.1881 6.7304
H 2.8898 -2.4127 8.1402
H 3.4716 -6.0419 6.2151
H 1.9326 -2.7349 5.5368
H 0.9286 -3.9550 2.8215
H 1.5357 -5.3929 3.8120
H 3.8460 -4.8439 3.6718
H 2.3676 -3.4894 1.1748
H 2.9190 -5.3101 1.2685
H 4.1758 -3.8487 1.0982
C 1.4947 -0.1239 -4.7534
C 1.4171 -1.4746 -3.9930
C -0.0274 -2.0177 -4.0734
C -1.0071 -1.2357 -3.2023
C -0.5129 -1.1475 -1.7636
C 0.9423 -0.6424 -1.6274
N 1.8859 -1.3099 -2.5789
O 2.1505 -2.5646 -2.0822
C 0.9978 0.8878 -1.8436
C 1.3696 -0.8121 -0.1414
C 2.3577 -2.4014 -4.8116
H 1.5583 -0.2823 -5.8356
H 0.6158 0.5055 -4.6137
H 2.3824 0.4472 -4.4648
H -0.0505 -3.0709 -3.7674
H -0.3788 -1.9974 -5.1120
H -1.1688 -0.2312 -3.6064
H -1.9842 -1.7286 -3.2217
H -1.1890 -0.4988 -1.1928
H -0.6001 -2.1463 -1.3115
H 2.0334 1.2445 -1.8583
H 0.4882 1.4177 -1.0322
H 0.5087 1.2231 -2.7557
H 1.2603 -1.8416 0.2112
H 0.7506 -0.1966 0.5172
H 2.4118 -0.5078 0.0073
H 3.3836 -2.0152 -4.8100
H 2.0314 -2.4648 -5.8550
H 2.3796 -3.4290 -4.4388
C -1.9120 5.8490 -3.8152
C -1.9879 4.4979 -3.0555
C -3.4326 3.9547 -3.1327
C -4.4102 4.7359 -2.2589
C -3.9127 4.8232 -0.8214
C -2.4571 5.3285 -0.6881
N -1.5154 4.6617 -1.6421
O -1.2500 3.4072 -1.1468
C -2.4020 6.8595 -0.9033
C -2.0262 5.1579 0.7975
C -1.0497 3.5715 -3.8771
H -1.8512 5.6913 -4.8975
H -2.7904 6.4782 -3.6729
H -1.0235 6.4197 -3.5284
H -3.4549 2.9013 -2.8274
H -3.7865 3.9757 -4.1704
H -4.5730 5.7404 -2.6620
H -5.3872 4.2428 -2.2764
H -4.5876 5.4714 -0.2487
H -3.9986 3.8242 -0.3698
H -1.3665 7.2158 -0.9199
H -2.9099 7.3881 -0.0897
H -2.8932 7.1957 -1.8145
H -2.1347 4.1282 1.1498
H -2.6444 5.7734 1.4571
H -0.9839 5.4622 0.9440
H -0.0236 3.9574 -3.8778
H -1.3787 3.5088 -4.9196
H -1.0273 2.5437 -3.5048
```

## Properties
HOMO energy (alpha / beta): -8.9 / -9.3 eV
⟨S²⟩: 2.009
Spin multiplicity: 3